Run one
C7H23BrN7O4 | ωB97M-V/def2-TZVPD

HOMO-LUMO gap	7.616	eV
net charge	-1

Last column: Mulliken charge in e.
CARTESIAN COORDINATES (ANGSTROEM)
Br: -0.94 0.26 -0.28  -1.01
C: 1.17 -3.25 -0.60  -1.59
C: 0.75 -2.27 0.52  0.73
C: 1.58 -0.90 0.67  -0.03
O: 2.93 -1.24 1.09  -0.46
C: 3.10 -1.86 2.36  -0.77
N: -0.68 -2.03 0.34  -0.94
H: 0.36 -3.93 -0.88  0.41
H: 2.09 -3.83 -0.60  0.34
H: 1.28 -2.69 -1.52  0.30
H: 0.82 -2.77 1.48  0.24
H: 1.13 -0.19 1.37  0.34
H: 1.64 -0.31 -0.25  0.13
H: 4.05 -1.73 2.90  0.31
H: 2.88 -2.92 2.36  0.29
H: 2.42 -1.45 3.11  0.31
H: -0.75 -1.17 -0.18  0.68
H: -0.94 -2.69 -0.39  0.14
C: -2.46 1.53 2.00  0.49
O: -3.18 0.82 1.34  -0.65
N: -1.16 1.73 1.70  -0.59
N: -2.82 2.18 3.07  -0.46
H: -0.46 2.22 2.25  0.21
H: -0.88 1.33 0.82  0.94
H: -3.78 2.04 3.35  0.27
H: -2.35 3.02 3.36  0.19
C: 1.03 2.57 -0.89  0.18
O: 1.72 3.50 -1.27  -0.79
N: 1.27 1.25 -0.93  -0.28
N: -0.14 2.81 -0.42  -0.30
H: 0.51 0.62 -0.70  0.21
H: 2.17 0.84 -1.15  0.06
H: -0.62 2.07 0.08  -0.17
H: -0.52 3.73 -0.29  0.14
C: -1.45 0.20 -3.52  0.29
O: -1.58 0.09 -4.68  -0.69
N: -2.49 0.46 -2.65  -0.32
N: -0.34 0.21 -2.88  -0.26
H: -2.27 0.96 -1.80  0.17
H: -3.38 0.45 -3.11  0.21
H: 0.57 0.05 -3.30  0.15
H: -0.27 0.27 -1.87  0.57


Run two
C7H23BrN7O4 | ωB97M-V/def2-TZVPD

HOMO-LUMO gap	8.990	eV
net charge	-1

Last column: Mulliken charge in e.
CARTESIAN COORDINATES (ANGSTROEM)
Br: -2.04 1.85 -0.37  -0.75
C: 1.09 -0.58 0.02  -0.73
C: -0.10 -1.56 0.07  0.75
C: 0.31 -2.93 0.65  -1.05
O: 1.19 -3.74 -0.15  -0.33
C: 1.51 -4.91 0.61  -0.74
N: -1.11 -0.98 0.87  -0.62
H: 1.87 -0.94 -0.65  0.45
H: 1.50 -0.33 0.99  0.25
H: 0.65 0.31 -0.43  -0.15
H: -0.38 -1.75 -0.97  0.13
H: -0.64 -3.41 0.88  0.44
H: 0.86 -2.63 1.54  0.35
H: 2.17 -5.54 0.00  0.24
H: 0.68 -5.45 1.06  0.31
H: 1.93 -4.53 1.54  0.33
H: -0.79 -1.11 1.82  0.39
H: -1.27 0.00 0.73  -0.01
C: -2.44 -0.71 -3.46  0.74
O: -2.57 -1.77 -4.01  -0.71
N: -1.32 -0.05 -3.29  -0.23
N: -3.39 -0.03 -2.90  -0.27
H: -1.43 0.72 -2.64  0.00
H: -0.44 -0.35 -3.68  0.16
H: -4.32 -0.41 -2.94  0.18
H: -3.16 0.75 -2.30  0.05
C: -0.35 2.03 3.71  0.52
O: 0.07 2.32 4.78  -0.69
N: -1.29 1.12 3.35  -0.25
N: 0.31 2.46 2.68  -0.24
H: -1.96 0.76 4.02  0.19
H: -1.54 1.26 2.38  0.04
H: 0.11 2.00 1.81  0.14
H: 1.26 2.81 2.76  0.22
C: 2.29 3.31 -1.30  0.60
O: 3.38 3.58 -1.83  -0.76
N: 1.44 2.58 -1.83  -0.25
N: 1.91 3.67 -0.12  -0.32
H: 1.82 2.03 -2.59  0.24
H: 0.68 2.30 -1.23  -0.06
H: 0.94 3.50 0.13  0.21
H: 2.53 4.35 0.30  0.21


Most stable of them? run two.


Run one
C7H7N | ωB97M-V/def2-TZVPD

HOMO-LUMO gap	10.696	eV
net charge	0

Last column: Mulliken charge in e.
CARTESIAN COORDINATES (ANGSTROEM)
C: 0.23 0.34 0.24  0.40
C: -0.76 1.34 0.15  -0.55
C: -2.06 0.94 -0.13  -0.16
N: -2.45 -0.32 -0.17  -0.57
C: -1.49 -1.24 -0.01  -0.36
C: -0.14 -0.97 0.14  -0.24
H: 1.26 0.56 0.28  0.13
H: -0.46 2.36 0.32  0.37
H: -2.74 1.75 -0.32  0.33
H: -1.73 -2.28 -0.17  0.34
H: 0.56 -1.78 0.26  0.30
C: 3.67 0.38 -0.19  -0.21
C: 2.88 -0.51 -0.07  -0.44
H: 4.18 1.26 -0.21  0.43
H: 2.13 -1.23 0.30  0.24


Run two
C7H7N | ωB97M-V/def2-TZVPD

HOMO-LUMO gap	6.444	eV
net charge	0

Last column: Mulliken charge in e.
CARTESIAN COORDINATES (ANGSTROEM)
C: -1.85 1.48 0.35  -0.41
C: -2.19 0.73 -0.55  -0.31
C: 0.96 1.01 0.46  0.02
C: 1.77 -0.01 0.70  -0.54
C: 1.41 -1.40 0.36  -0.16
C: 0.26 -1.67 -0.37  -0.54
C: -0.44 -0.37 -0.74  -0.01
H: -1.43 2.19 1.05  0.33
H: -2.83 0.21 -1.43  0.26
H: 1.22 2.09 0.67  0.33
H: 2.71 0.39 1.00  0.34
H: 1.91 -2.23 0.85  0.37
H: -0.17 -2.73 -0.52  0.29
H: -1.14 -0.49 -1.63  0.25
N: -0.19 0.81 -0.20  -0.22


Most stable of them? run one.


Run one
C7H9Cl | ωB97M-V/def2-TZVPD

HOMO-LUMO gap	9.584	eV
net charge	0

Last column: Mulliken charge in e.
CARTESIAN COORDINATES (ANGSTROEM)
C: -0.69 2.33 0.65  -0.96
C: -0.29 0.78 0.40  0.31
C: -0.34 -0.41 1.16  -0.57
C: 0.10 -1.49 0.31  -0.21
C: 1.45 -0.88 -0.26  -0.52
C: 0.40 0.14 -0.82  -0.59
C: -0.61 -1.10 -1.07  -0.07
H: 0.40 2.70 0.93  0.26
H: -1.22 2.96 -0.20  0.27
H: -1.14 2.45 1.75  0.27
H: -1.11 -0.42 2.11  0.19
H: -0.03 -2.54 0.70  0.37
H: 2.09 -1.39 -1.11  0.23
H: 2.04 -0.69 0.75  0.30
H: 0.74 0.74 -1.58  0.61
H: -1.65 -0.91 -1.34  0.35
Cl: -0.13 -2.25 -2.37  -0.23


Run two
C7H9Cl | ωB97M-V/def2-TZVPD

HOMO-LUMO gap	9.728	eV
net charge	0

Last column: Mulliken charge in e.
CARTESIAN COORDINATES (ANGSTROEM)
C: -1.39 -1.79 -0.55  -1.25
C: -0.43 -0.78 -0.08  0.50
C: 0.85 -0.92 0.34  -0.67
C: 1.37 0.52 0.47  -0.40
C: 0.15 1.12 1.24  -0.56
C: -0.56 0.73 -0.09  -0.49
C: 0.77 1.03 -0.84  0.15
H: -2.37 -1.71 -0.10  0.30
H: -1.54 -1.70 -1.68  0.25
H: -1.04 -2.85 -0.49  0.34
H: 1.38 -1.87 0.59  0.36
H: 2.42 0.80 0.72  0.41
H: 0.12 2.25 1.37  0.25
H: -0.18 0.75 2.24  0.31
H: -1.57 1.17 -0.35  0.40
H: 0.93 0.48 -1.79  0.34
Cl: 1.10 2.80 -1.00  -0.23


Run three
C7H9Cl | ωB97M-V/def2-TZVPD

HOMO-LUMO gap	9.254	eV
net charge	0

Last column: Mulliken charge in e.
CARTESIAN COORDINATES (ANGSTROEM)
C: -2.91 -1.15 0.08  -1.02
C: -2.65 0.30 -0.21  -0.46
C: -1.07 0.27 -0.20  0.72
C: -0.20 -0.70 0.07  -0.48
C: 1.16 -0.12 0.68  -0.09
Cl: 2.64 -0.57 -0.31  -0.23
C: 0.85 1.46 0.26  -0.50
C: -0.44 1.62 -0.15  -0.96
H: -2.50 -1.65 -0.89  0.26
H: -3.98 -1.37 0.03  0.38
H: -2.40 -1.62 1.05  0.23
H: -3.06 0.72 -1.06  0.38
H: -3.11 0.95 0.56  0.32
H: -0.25 -1.73 0.63  0.18
H: 1.42 -0.26 1.61  0.46
H: 1.67 2.08 0.44  0.47
H: -1.06 2.54 -0.26  0.34


Most stable of them? run two.


Run one
C4H5O2P | ωB97M-V/def2-TZVPD

HOMO-LUMO gap	8.547	eV
net charge	0

Last column: Mulliken charge in e.
CARTESIAN COORDINATES (ANGSTROEM)
C: 0.09 2.33 0.09  -0.87
C: 1.27 1.87 0.45  -0.25
C: -1.90 0.81 -0.40  0.65
C: -0.67 1.11 0.03  0.22
O: -3.01 0.51 -0.63  -0.44
O: -1.46 -0.59 2.07  -0.59
P: 0.88 0.10 0.43  -0.09
H: -0.27 3.25 -0.30  0.37
H: 2.22 2.37 0.71  0.41
H: -1.60 -0.11 2.88  0.30
H: -2.22 -0.88 1.70  0.28
H: 1.29 -0.39 -0.77  0.00


Run two
C4H5O2P | ωB97M-V/def2-TZVPD

HOMO-LUMO gap (alpha / beta)	7.500 / 7.229	eV
net charge	0

Last column: Mulliken charge in e.
CARTESIAN COORDINATES (ANGSTROEM)
C: 1.86 1.53 0.13  -0.15
C: 1.91 -1.12 -0.04  -0.24
C: 0.84 -0.36 0.01  -0.09
C: -0.62 -0.27 0.05  -0.22
O: 3.06 1.13 0.01  -0.18
O: -1.01 1.06 -0.22  -0.50
P: 3.56 -0.40 -0.05  -0.12
H: 1.52 2.54 0.02  0.37
H: 1.91 -2.20 -0.08  0.35
H: -0.99 -0.59 1.05  0.22
H: -1.05 -0.96 -0.70  0.26
H: -1.97 1.11 -0.28  0.30


Most stable of them? run one.